DFT (the ωB97M-V functional and the def2-TZVPD basis) results for C30H63Cl13FNNbO4 as an isolated structure in a non-equilibrium geometry.

Element x y z (Å)
C  0.282  0.427  2.460
O  0.143  0.126  1.100
C  -0.533  -1.105  0.850
Nb  -0.158  -1.892  -1.282
C  -0.207  0.273  -1.870
C  -1.457  1.055  -1.422
C  -1.104  2.405  -0.802
C  -2.275  3.340  -0.520
C  -3.446  2.732  0.253
N  -3.073  1.919  1.415
C  -2.408  -2.347  -1.505
O  -3.012  -1.532  -2.554
C  -4.356  -1.446  -2.663
C  -5.050  -0.857  -1.452
O  -4.923  -1.710  -3.689
C  0.366  -3.990  -0.590
C  -0.685  -4.900  0.013
C  -1.337  -4.365  1.278
O  -0.153  -6.216  0.314
C  2.100  -1.704  -1.488
C  3.114  -1.335  -0.406
C  3.230  0.162  -0.118
Cl  2.873  -2.237  1.176
C  -0.211  -2.643  -3.464
C  -0.685  -1.772  -4.610
F  -0.974  -3.856  -3.519
H  1.083  1.161  2.574
H  -0.651  0.837  2.882
H  0.533  -0.470  3.040
H  -1.618  -0.988  1.046
H  -0.177  -1.853  1.572
H  0.666  0.712  -1.379
H  -0.041  0.405  -2.945
H  -2.117  1.221  -2.282
H  -2.055  0.471  -0.713
H  -0.421  2.916  -1.492
H  -0.530  2.219  0.109
H  -2.648  3.761  -1.459
H  -1.910  4.201  0.052
H  -4.092  3.550  0.592
H  -4.066  2.117  -0.406
H  -3.026  0.937  1.176
H  -2.146  2.170  1.741
H  -2.587  -3.395  -1.766
H  -2.920  -2.148  -0.555
H  -4.733  -1.323  -0.524
H  -6.127  -0.945  -1.571
H  -4.772  0.199  -1.405
H  0.712  -4.464  -1.520
H  1.229  -3.969  0.090
H  -1.454  -5.131  -0.729
H  -2.049  -5.096  1.657
H  -1.851  -3.417  1.116
H  -0.564  -4.209  2.038
H  0.593  -6.079  0.911
H  2.251  -0.935  -2.262
H  2.447  -2.640  -1.935
H  4.088  -1.713  -0.710
H  2.443  0.732  -0.604
H  3.181  0.383  0.945
H  4.200  0.510  -0.483
H  0.818  -2.972  -3.680
H  -1.657  -1.337  -4.388
H  -0.757  -2.358  -5.534
H  0.035  -0.967  -4.777
Cl  -1.276  7.592  0.303
C  -0.546  6.922  1.797
C  0.840  6.371  1.585
Cl  0.839  4.856  0.655
H  -1.223  6.159  2.170
H  -0.496  7.742  2.511
H  1.267  6.138  2.560
H  1.476  7.090  1.076
Cl  -4.862  8.462  -1.433
C  -3.834  7.998  -2.815
C  -4.433  6.863  -3.610
Cl  -4.430  5.346  -2.685
H  -2.860  7.724  -2.417
H  -3.737  8.877  -3.450
H  -3.832  6.697  -4.503
H  -5.458  7.081  -3.900
Cl  -1.176  5.448  4.896
C  0.227  4.628  5.629
C  1.123  5.590  6.364
Cl  1.947  6.733  5.266
H  0.755  4.113  4.830
H  -0.161  3.895  6.333
H  1.899  5.032  6.885
H  0.557  6.183  7.078
Cl  3.932  -4.657  -2.820
C  4.849  -4.303  -4.299
C  5.968  -3.324  -4.037
Cl  5.358  -1.706  -3.603
H  4.148  -3.912  -5.033
H  5.269  -5.239  -4.664
H  6.574  -3.210  -4.935
H  6.593  -3.663  -3.215
Cl  -3.956  -6.073  3.390
C  -2.988  -7.567  3.362
C  -2.251  -7.794  4.658
Cl  -0.972  -6.584  4.936
H  -2.299  -7.485  2.523
H  -3.674  -8.395  3.191
H  -1.768  -8.769  4.629
H  -2.930  -7.749  5.506
Cl  6.972  -0.939  -0.730
C  7.978  -0.394  0.637
C  7.294  -0.589  1.969
Cl  5.874  0.467  2.146
H  8.208  0.655  0.470
H  8.898  -0.976  0.613
H  7.991  -0.347  2.770
H  6.949  -1.614  2.084

The value obtained for the HOMO energy is -4.71 eV. As for the charge: -1. Its total energy is -208868.2916 eV. The frontier orbital gap comes out at 6.57 eV.

These are the Mulliken partial charges, in e, on atoms 1 to 99: atom 1 (C): -1.0362, atom 2 (O): 0.5983, atom 3 (C): -1.1937, atom 4 (Nb): -1.2392, atom 5 (C): -0.5718, atom 6 (C): 0.8947, atom 7 (C): -0.2289, atom 8 (C): 0.2453, atom 9 (C): -0.4545, atom 10 (N): -0.6574, atom 11 (C): -1.3623, atom 12 (O): 0.2536, atom 13 (C): 0.5516, atom 14 (C): -0.5332, atom 15 (O): -0.6243, atom 16 (C): -0.3103, atom 17 (C): 0.2071, atom 18 (C): -0.3313, atom 19 (O): -0.6772, atom 20 (C): -0.6634, atom 21 (C): 0.7122, atom 22 (C): -1.1658, atom 23 (Cl): -0.3102, atom 24 (C): 0.8209, atom 25 (C): -1.5112, atom 26 (F): -0.3774, atom 27 (H): 0.2078, atom 28 (H): 0.3246, atom 29 (H): 0.2581, atom 30 (H): 0.3369, atom 31 (H): 0.6457, atom 32 (H): -0.2760, atom 33 (H): 0.3912, atom 34 (H): 0.8919, atom 35 (H): -0.8775, atom 36 (H): 0.4878, atom 37 (H): -0.3353, atom 38 (H): 0.0401, atom 39 (H): -0.3826, atom 40 (H): 0.3987, atom 41 (H): -0.0690, atom 42 (H): 0.3567, atom 43 (H): 0.2594, atom 44 (H): 0.7275, atom 45 (H): 0.4135, atom 46 (H): 0.3012, atom 47 (H): 0.3397, atom 48 (H): -0.1481, atom 49 (H): 0.2273, atom 50 (H): 0.4544, atom 51 (H): -0.0147, atom 52 (H): -0.2200, atom 53 (H): 0.0202, atom 54 (H): 0.2630, atom 55 (H): 0.4255, atom 56 (H): 0.6995, atom 57 (H): -0.1853, atom 58 (H): 0.4182, atom 59 (H): 0.1190, atom 60 (H): 0.0758, atom 61 (H): 0.2786, atom 62 (H): 0.2922, atom 63 (H): 0.1259, atom 64 (H): 0.4424, atom 65 (H): 0.2655, atom 66 (Cl): -0.1645, atom 67 (C): -0.4249, atom 68 (C): -0.2227, atom 69 (Cl): -0.0968, atom 70 (H): 0.1243, atom 71 (H): 0.4027, atom 72 (H): -0.0025, atom 73 (H): 0.3470, atom 74 (Cl): -0.1843, atom 75 (C): -0.3430, atom 76 (C): -0.5079, atom 77 (Cl): -0.1213, atom 78 (H): 0.2260, atom 79 (H): 0.3087, atom 80 (H): 0.2771, atom 81 (H): 0.3446, atom 82 (Cl): -0.1732, atom 83 (C): -0.4895, atom 84 (C): -0.3899, atom 85 (Cl): -0.1863, atom 86 (H): 0.2700, atom 87 (H): 0.3789, atom 88 (H): 0.3013, atom 89 (H): 0.3178, atom 90 (Cl): -0.1260, atom 91 (C): -0.5121, atom 92 (C): -0.4685, atom 93 (Cl): -0.1498, atom 94 (H): 0.2829, atom 95 (H): 0.3657, atom 96 (H): 0.3639, atom 97 (H): 0.2634, atom 98 (Cl): -0.2067, atom 99 (C): -0.4034